No. 1
Entry from OMol25: an isolated molecule of C19H24N2O4S at a distorted geometry (ωB97M-V/def2-TZVPD).

Calculated values
E_LUMO ... 0.19 eV
Net charge ... 0
Structure (SMILES) ... CCc1ccc(OCCNC(=O)c2ccc(S(=O)(=O)N(C)C)cc2)cc1
2S+1 ... 1
Strongest force on any atom ... 0.0218 hartree/bohr
Highest occupied orbital energy ... -0.307 Eh
Orbital gap ... 8.53 eV

Cartesian coordinates (Å):
C: 2.9445 -1.2758 -4.0340
H: 3.8572 -1.6903 -4.4564
H: 3.0638 -1.1919 -2.9565
H: 2.1237 -1.9613 -4.2303
C: 2.6450 0.0959 -4.6421
C: 1.3739 0.6510 -4.0670
C: 0.1494 0.3799 -4.6573
C: -1.0355 0.8300 -4.1030
C: -1.0095 1.5656 -2.9272
C: 0.2154 1.8571 -2.3336
C: 1.3883 1.4027 -2.8986
H: 2.3297 1.6294 -2.4194
H: 0.2275 2.4400 -1.4255
O: -2.1198 2.0674 -2.2855
C: -3.3738 1.4779 -2.5313
H: -3.6655 1.5516 -3.5859
H: -4.0711 2.0778 -1.9382
C: -3.4160 0.0089 -2.0663
N: -2.7182 -0.1258 -0.8113
C: -1.5116 -0.7423 -0.7379
O: -1.0850 -1.4716 -1.6086
C: -0.7690 -0.4979 0.5390
C: -0.7510 0.7553 1.1454
C: -0.0277 0.9468 2.3109
C: 0.6661 -0.1139 2.8597
C: 0.6808 -1.3571 2.2563
C: -0.0329 -1.5456 1.0870
H: -0.0337 -2.4980 0.5793
H: 1.2561 -2.1487 2.7079
S: 1.5819 0.1040 4.3834
O: 2.9070 -0.4115 4.2150
O: 1.4300 1.4611 4.8323
N: 0.7393 -0.9690 5.3841
C: 1.5187 -1.4436 6.5070
H: 1.0603 -2.3510 6.9013
H: 2.5159 -1.6672 6.1368
H: 1.5905 -0.6959 7.3050
C: -0.5556 -0.4391 5.7409
H: -0.4709 0.4447 6.3835
H: -1.1278 -1.2101 6.2557
H: -1.0732 -0.1594 4.8250
H: 0.0144 1.9048 2.8056
H: -1.2697 1.5900 0.6964
H: -2.9834 0.5113 -0.0763
H: -4.4558 -0.3159 -1.9681
H: -2.8958 -0.6428 -2.7719
H: -1.9662 0.6005 -4.5990
H: 0.1138 -0.1991 -5.5689
H: 2.5502 -0.0025 -5.7255
H: 3.4751 0.7735 -4.4318



No. 2
Entry from OMol25: a cluster of 2 separate species, C2H7N2OS in total at a distorted geometry (ωB97M-V/def2-TZVPD).

Calculated values
E_LUMO ... -3.48 eV
Net charge ... +1
2S+1 ... 1
Strongest force on any atom ... 0.0917 hartree/bohr
Highest occupied orbital energy ... -0.479 Eh
Orbital gap ... 9.56 eV

Cartesian coordinates (Å):
C: 1.4984 -0.4106 -0.1369
C: -1.1257 0.5308 0.1220
N: 1.9914 -1.3138 0.5790
N: -2.0557 1.4464 0.2440
O: 2.1862 0.0540 -1.1743
S: -1.7546 -1.0800 -0.3377
H: 0.4603 -0.0688 0.2162
H: 1.6388 -1.8672 1.3508
H: 2.9733 -1.5597 0.3768
H: 1.9765 0.9194 -1.4513
H: -3.0329 1.2688 0.1761
H: -1.8212 2.4783 0.4784
H: -2.9348 -0.3975 -0.4432



No. 3
Entry from OMol25: a structure of composition C42H50HfI2N8O2P at a distorted geometry (ωB97M-V/def2-TZVPD).

Calculated values
E_LUMO ... -9.00 eV
Net charge ... +3
2S+1 ... 1
Strongest force on any atom ... 0.0450 hartree/bohr
Highest occupied orbital energy ... -0.554 Eh
Orbital gap ... 6.08 eV

Cartesian coordinates (Å):
Hf: 0.6995 -1.4041 -0.4120
C: 0.7973 -2.8243 2.9971
C: -0.3407 -2.7534 2.0163
C: -1.6078 -2.3281 2.4240
C: -1.9923 -2.2797 3.8727
C: -2.6117 -2.1051 1.4602
C: -3.9235 -1.5602 1.9107
C: -2.4187 -2.5087 0.1307
C: -3.5661 -2.4373 -0.8352
C: -1.2483 -3.2244 -0.2293
C: -1.3562 -4.1734 -1.4014
C: -0.1624 -3.3028 0.7046
C: 0.9425 -4.3433 0.5610
H: 1.7363 -2.5154 2.5357
H: 0.9327 -3.8361 3.3798
H: 0.6124 -2.1809 3.8515
H: -2.8962 -2.8754 3.9897
H: -2.2200 -1.2793 4.2335
H: -1.2421 -2.7160 4.5189
H: -4.6286 -2.3729 2.0852
H: -4.3759 -0.9052 1.1749
H: -3.8234 -1.0065 2.8369
H: -4.1935 -3.3250 -0.7358
H: -3.2424 -2.3749 -1.8717
H: -4.2103 -1.5877 -0.6357
H: -1.7361 -3.7021 -2.3058
H: -2.0883 -4.9386 -1.1291
H: -0.4342 -4.6966 -1.6308
H: 0.6508 -5.2311 1.1311
H: 1.8875 -3.9944 0.9783
H: 1.1160 -4.6772 -0.4608
I: 5.2259 -1.3258 1.8613
C: 4.7191 -2.0917 -0.0311
C: 5.6993 -2.6102 -0.8784
C: 5.3835 -3.1411 -2.1092
I: 6.9427 -3.8964 -3.3137
C: 4.0254 -3.1884 -2.5276
C: 3.5753 -3.7736 -3.7212
C: 2.2278 -3.7855 -4.0156
C: 1.3279 -3.2071 -3.1254
N: 1.6977 -2.6369 -1.9810
C: 3.0319 -2.6321 -1.6627
C: 3.3797 -2.0795 -0.4035
O: 2.4145 -1.6252 0.4003
H: 6.7254 -2.6102 -0.5480
H: 4.2919 -4.2152 -4.3977
H: 1.8548 -4.2290 -4.9244
H: 0.2687 -3.2022 -3.3570
C: 3.3271 2.3655 -2.4211
C: 2.5968 1.3057 -1.8448
N: 1.9832 0.4403 -1.3895
H: 3.4625 2.1814 -3.4897
H: 4.3105 2.4480 -1.9531
H: 2.7955 3.3115 -2.2969
C: 1.1672 1.7705 4.3079
N: -0.1841 1.9117 3.7824
C: -0.3029 3.1791 3.0874
N: 0.6605 3.2803 2.0022
C: 2.0041 3.1247 2.5478
N: 2.1444 1.8570 3.2361
C: 2.1121 0.7337 2.3569
P: 0.4455 0.5511 1.4506
C: -0.6121 0.7912 3.0131
C: 0.3804 2.3816 0.9234
H: 1.2616 0.8138 4.8266
H: 1.3521 2.5761 5.0233
H: -0.1066 3.9832 3.7974
H: -1.3136 3.2987 2.6943
H: 2.1955 3.9302 3.2620
H: 2.7369 3.1857 1.7396
H: 2.3003 -0.1761 2.9331
H: 2.8962 0.8350 1.5999
H: -0.5176 -0.1086 3.6259
H: -1.6565 0.9232 2.7150
H: -0.6101 2.6221 0.5189
H: 1.1285 2.5319 0.1377
C: 0.4936 6.3394 -0.6975
C: -0.7066 5.4542 -0.6584
C: -1.0724 4.6740 -1.7463
C: -2.1592 3.8152 -1.7031
C: -2.8964 3.6969 -0.5306
N: -3.9102 2.7399 -0.2957
C: -4.1419 1.5374 -0.8425
O: -4.6883 0.6234 -0.2748
N: -3.6825 1.3814 -2.2021
C: -2.5999 0.6847 -2.5816
C: -2.2520 0.5622 -3.9445
C: -1.0396 0.0021 -4.2685
C: -0.2116 -0.4727 -3.2580
N: -0.5691 -0.4709 -1.9625
C: -1.7252 0.1199 -1.6352
C: -2.5766 4.5246 0.5470
C: -1.5079 5.3925 0.4790
H: 1.0351 6.2288 -1.6334
H: 1.1582 6.1139 0.1354
H: 0.1927 7.3805 -0.5995
H: -0.5122 4.7432 -2.6662
H: -2.4188 3.2767 -2.5978
H: -4.4058 2.8872 0.5794
H: -4.2942 1.7523 -2.9179
H: -2.9193 0.9272 -4.7108
H: -0.7197 -0.0592 -5.2969
H: 0.7722 -0.8497 -3.4994
H: -1.9784 0.1471 -0.5799
H: -3.1813 4.4854 1.4416
H: -1.2881 6.0236 1.3235



No. 4
Entry from OMol25: a structure of composition C18H29BF2N3O4PtSi2 (ωB97M-V/def2-TZVPD).

Calculated values
E_LUMO ... 2.28 eV
Net charge ... -1
2S+1 ... 1
Strongest force on any atom ... 0.0081 hartree/bohr
Highest occupied orbital energy ... -0.181 Eh
Orbital gap ... 7.19 eV

Cartesian coordinates (Å):
Pt: 0.9379 -0.3240 0.3813
O: 6.1476 -3.2195 2.2102
C: 6.0736 -2.8094 0.9607
O: 6.9713 -2.9914 0.1680
C: 4.8164 -2.1386 0.5193
C: 4.6351 -1.7708 -0.7947
N: 3.4254 -1.2055 -0.8923
N: 2.7981 -1.1830 0.2880
C: 3.6171 -1.7360 1.1705
C: 3.1661 -1.9318 2.5821
O: 3.8738 -2.6090 3.3297
O: 2.0363 -1.4640 2.9476
H: 5.3023 -2.9978 2.7071
H: 5.2973 -1.8894 -1.6340
H: 2.8738 -0.8734 -1.6949
C: -2.6604 0.6135 -3.8045
C: -1.2553 0.2353 -3.4426
C: -0.9031 -1.0742 -3.1468
C: 0.3858 -1.3557 -2.7290
N: 1.3386 -0.4289 -2.6060
C: 1.0029 0.8291 -2.9140
C: -0.2590 1.2009 -3.3297
H: -3.2897 -0.2664 -3.9281
H: -2.6846 1.1981 -4.7258
H: -3.0912 1.2240 -3.0080
H: -1.6327 -1.8715 -3.2068
H: 0.6693 -2.3703 -2.4728
H: 1.7827 1.5736 -2.8073
H: -0.4699 2.2437 -3.5314
C: -2.6795 3.0113 0.0911
Si: -1.0247 2.2893 0.6912
C: 0.3088 3.2530 -0.2587
C: -0.8549 2.7705 2.4950
C: -0.9725 0.4814 0.2928
Si: -2.3128 -0.6086 0.9796
C: -1.8215 -2.4114 1.1851
C: -3.7465 -0.6172 -0.2724
C: -3.0833 -0.0390 2.6009
H: -2.7337 4.0937 0.2414
H: -3.5225 2.5580 0.6203
H: -2.8164 2.8160 -0.9782
H: -0.0648 3.6902 -1.1896
H: 1.1558 2.6025 -0.4842
H: 0.6879 4.0690 0.3635
H: -0.8229 3.8619 2.5726
H: 0.0670 2.3702 2.9169
H: -1.6879 2.4129 3.0999
H: -1.2071 0.4764 -0.7863
H: -0.9233 -2.4919 1.7985
H: -1.6079 -2.8651 0.2124
H: -2.6241 -2.9860 1.6578
H: -3.4080 -1.0055 -1.2372
H: -4.1255 0.3963 -0.4338
H: -4.5813 -1.2396 0.0628
H: -2.3327 0.0072 3.3901
H: -3.8660 -0.7381 2.9104
H: -3.5389 0.9487 2.4965
F: 1.9677 0.8739 2.7848
B: 1.2270 -0.2549 2.4355
F: 0.0389 -0.3328 3.1454



No. 5
Entry from OMol25: a cluster of 2 separate species, C10H18F6N5O4P in total at a distorted geometry (ωB97M-V/def2-TZVPD).

Calculated values
E_LUMO ... -2.02 eV
Net charge ... 0
2S+1 ... 1
Strongest force on any atom ... 0.1547 hartree/bohr
Highest occupied orbital energy ... -0.258 Eh
Orbital gap ... 5.00 eV

Cartesian coordinates (Å):
C: 6.1070 1.7479 -0.5178
C: 5.5499 0.9161 -1.8501
C: 4.0145 0.3275 -1.5530
O: 3.5369 1.0489 -0.3632
C: 2.0900 1.3029 -0.5185
N: 0.8876 0.4227 -0.1253
C: -0.2465 1.3320 -0.5584
N: -1.5233 0.8894 -0.3759
P: -3.0535 1.7106 -0.7280
N: -3.6022 1.4639 -2.4226
O: -4.2939 0.8786 0.2320
N: 0.1374 2.6478 -1.1526
C: -0.5769 3.8308 -1.7263
F: -1.4640 4.5650 -0.7678
F: 0.3825 4.8789 -2.2416
F: -1.3067 3.3529 -2.9495
N: 1.5495 2.5857 -1.1415
H: 7.2457 1.9730 -0.7077
H: 5.5571 2.7730 -0.3698
H: 6.0504 1.0885 0.4692
H: 5.5305 1.6790 -2.7375
H: 6.2264 -0.0411 -2.0594
H: 4.0250 -0.8272 -1.3146
H: 3.2779 0.5765 -2.4512
H: -1.6113 -0.0670 0.0850
H: -2.8243 1.0548 -3.0201
H: -3.7230 2.4560 -2.7898
H: -4.2721 -0.0791 -0.1226
H: 2.2384 3.2849 -1.4940
C: -1.6354 -3.0930 3.9420
C: -1.0393 -2.6288 2.6272
O: -1.4379 -3.4208 1.5138
C: -2.7337 -3.1754 0.8988
O: -2.8738 -1.8877 0.5943
C: -3.9473 -3.7709 1.7162
F: -3.6164 -4.9723 2.2713
F: -5.0173 -4.0276 0.9106
F: -4.4004 -2.9919 2.7285
H: -1.6598 -4.1848 4.0053
H: -1.0527 -2.7011 4.7822
H: -2.6541 -2.7244 4.0656
H: 0.0468 -2.7591 2.6983
H: -1.2017 -1.5580 2.4667
H: -2.6862 -3.8770 0.0520



No. 6
Entry from OMol25: a structure of composition C24H21N9O5S3Zr (ωB97M-V/def2-TZVPD).

Calculated values
E_LUMO ... -7.26 eV
Net charge ... +2
2S+1 ... 1
Strongest force on any atom ... 0.0143 hartree/bohr
Highest occupied orbital energy ... -0.443 Eh
Orbital gap ... 4.79 eV

Cartesian coordinates (Å):
Zr: -0.4132 0.1541 -0.1652
S: -3.0894 7.4074 -0.3380
N: -2.3828 6.5779 0.8429
C: -1.9966 5.4247 0.3227
C: -1.2761 4.3839 1.0184
C: -0.8469 4.4860 2.3453
C: -0.1324 3.4482 2.9055
C: 0.1202 2.3154 2.1478
N: -0.2935 2.1972 0.8771
C: -0.9702 3.2213 0.3081
C: -1.3586 3.0596 -1.0865
N: -1.0326 1.8875 -1.6775
C: -1.3317 1.7167 -2.9656
C: -1.9666 2.6933 -3.7222
C: -2.3309 3.8789 -3.1211
C: -2.0286 4.0776 -1.7712
C: -2.3578 5.2779 -1.0388
N: -3.0116 6.3223 -1.5211
H: -1.0755 5.3817 2.9095
H: 0.2262 3.4947 3.9242
H: 0.6623 1.4759 2.5620
H: -1.0563 0.7634 -3.3996
H: -2.1709 2.5080 -4.7673
H: -2.8400 4.6591 -3.6731
O: -0.8460 -2.1656 6.4220
C: -1.6342 -2.6259 5.5903
O: -2.5548 -3.4363 5.5853
C: -1.3789 -1.9577 4.2479
C: -2.3260 -1.0817 3.6948
C: -2.0572 -0.4571 2.5090
N: -0.9051 -0.6516 1.8288
C: 0.0257 -1.4748 2.3851
C: -0.1652 -2.1373 3.5620
C: 1.2909 -1.5317 1.5901
O: 2.1853 -2.3065 1.6899
O: 1.2825 -0.5270 0.6683
H: -3.2650 -0.9217 4.2090
H: -2.7748 0.2264 2.0635
H: 0.6110 -2.7707 3.9718
C: 4.7711 0.5075 -2.1727
C: 3.6865 -0.4819 -2.3556
N: 3.8035 -1.6677 -2.8513
N: 2.5556 -2.2056 -2.8024
C: 1.6529 -1.3906 -2.2854
S: -0.0160 -1.6458 -2.0557
N: 2.3552 -0.2669 -2.0088
N: 1.7872 0.8448 -1.3799
H: 5.7130 0.0440 -2.4533
H: 4.8387 0.8233 -1.1300
H: 4.6158 1.3861 -2.8007
H: 2.4042 -3.1509 -3.1247
H: 2.3022 0.9921 -0.5123
H: 1.8814 1.6593 -1.9815
C: -4.3640 -1.1336 -2.0830
S: -3.8916 -0.7985 -0.3942
C: -3.9248 -2.4626 0.2558
O: -2.3852 -0.4654 -0.5138
H: -5.3857 -1.5152 -2.0666
H: -3.6859 -1.8670 -2.5162
H: -4.3385 -0.1926 -2.6292
H: -4.9687 -2.7799 0.2693
H: -3.5421 -2.4350 1.2759
H: -3.3257 -3.1196 -0.3724